ORCA calculation (ωB97M-V/def2-TZVPD) on a molecular structure, C32H33Cl6N2OPPd.

```
76
Properties=species:S:1:pos:R:3:lowdin_charge:R:1
Pd -0.5829 -0.0981 -0.7295 0.70
Cl -0.7057 -1.7638 1.2347 0.82
C -1.2516 -3.2944 0.5773 -0.59
C -1.2802 -4.3945 1.4015 -0.03
C -1.6960 -5.6089 0.8509 0.03
C -2.0621 -5.7021 -0.4847 0.00
C -2.0284 -4.5834 -1.3020 -0.02
C -1.6363 -3.3429 -0.7654 -0.37
P -1.8816 -1.9070 -1.7686 1.14
C -3.2432 -0.9243 -1.2690 -0.33
C -3.8031 0.0871 -2.0951 -0.07
C -4.9334 0.7528 -1.6934 0.01
C -5.5109 0.4634 -0.4508 0.06
C -4.9693 -0.5110 0.3861 0.00
C -3.8455 -1.1999 -0.0064 -0.04
C -1.6610 -2.3128 -3.4485 -0.39
C -0.5143 -3.0649 -3.7821 -0.09
C -0.3293 -3.4903 -5.0806 -0.02
C -1.2776 -3.1747 -6.0538 0.03
C -2.4195 -2.4456 -5.7304 -0.01
C -2.6140 -2.0004 -4.4378 -0.07
H -0.9796 -4.3281 2.4379 0.14
H -1.7220 -6.4893 1.4806 0.15
H -2.3802 -6.6515 -0.8936 0.14
H -2.3364 -4.6670 -2.3353 0.13
H -3.3684 0.3119 -3.0594 0.09
H -5.3863 1.4934 -2.3382 0.14
H -6.4007 0.9959 -0.1383 0.15
H -5.4448 -0.7386 1.3304 0.14
H -3.4598 -1.9862 0.6267 0.10
H 0.1930 -3.3613 -3.0159 0.11
H 0.5301 -4.0936 -5.3404 0.13
H -1.1386 -3.5221 -7.0699 0.14
H -3.1670 -2.2483 -6.4870 0.14
H -3.5273 -1.4785 -4.1890 0.11
Cl -1.3667 1.7120 0.9662 0.79
C -1.5246 2.3867 -0.6528 -0.65
C -1.1140 1.5422 -1.6625 -0.33
C -1.2571 1.9008 -2.9890 -0.70
Cl -0.8493 0.8265 -4.2721 0.81
C -1.8078 3.1641 -3.2784 -0.68
Cl -2.0037 3.6403 -4.9030 0.80
C -2.2012 4.0323 -2.2435 -0.68
Cl -2.8507 5.5545 -2.6066 0.83
C -2.0706 3.6407 -0.8994 -0.70
Cl -2.5605 4.6231 0.3918 0.83
C 3.5165 0.8749 2.8455 -0.13
C 3.4930 -0.6104 3.2091 -0.13
C 2.6121 -1.2446 2.1348 -0.16
O 1.9212 -0.1498 1.4461 -0.30
C 2.1619 1.0722 2.2042 -0.18
H 4.3177 1.1049 2.1413 0.12
H 3.6459 1.5103 3.7195 0.14
H 3.0589 -0.7596 4.1968 0.13
H 4.4894 -1.0464 3.2159 0.13
H 1.8603 -1.9134 2.5545 0.10
H 3.1867 -1.7844 1.3800 0.12
H 1.3693 1.1847 2.9484 0.13
H 2.1132 1.9115 1.5107 0.11
N 2.9754 0.8065 -3.5979 0.09
C 2.2174 1.8141 -2.7734 -0.07
C 2.1327 1.3297 -1.3419 -0.15
N 1.5137 -0.0187 -1.2074 -0.10
C 2.2792 -0.9681 -2.0420 -0.14
C 2.3448 -0.5568 -3.4973 -0.09
H 3.9492 0.7627 -3.2779 0.20
H 3.0199 1.1099 -4.5754 0.20
H 1.2409 1.9149 -3.2395 0.08
H 2.7454 2.7648 -2.8358 0.16
H 1.5860 2.0527 -0.7392 0.13
H 3.1426 1.2567 -0.9182 0.15
H 1.6782 -0.2483 -0.1880 0.07
H 1.8616 -1.9696 -1.9530 0.12
H 3.2959 -1.0099 -1.6289 0.15
H 1.3527 -0.4706 -3.9404 0.07
H 2.9483 -1.2495 -4.0815 0.16
```

Output
* net charge: +4
* HOMO: -19.2 eV
* multiplicity: 1
* energy above the lowest of the compared OMol25 structures with the same formula, charge and spin: 0.000 eV



ORCA calculation (ωB97M-V/def2-TZVPD) on a molecular structure, C32H33ClIN5O2PdSi in a non-equilibrium geometry.

```
76
Properties=species:S:1:pos:R:3:lowdin_charge:R:1
Pd 1.3970 -1.0215 -0.0224 1.03
Cl 4.7512 -6.8382 -1.3982 0.68
C 4.3299 -5.1785 -1.0912 -0.61
C 5.3103 -4.2752 -0.8045 -0.17
C 4.9956 -2.9291 -0.5438 -0.65
I 6.5058 -1.5653 -0.1293 0.91
C 3.6907 -2.4794 -0.5713 -0.44
O 3.3376 -1.2337 -0.4039 -0.23
C 2.6693 -3.4358 -0.8655 -0.13
N 1.3858 -2.9518 -0.8553 0.02
C 0.4076 -3.7845 -1.1253 -0.10
C 0.6178 -5.1427 -1.4073 -0.03
C 1.8859 -5.6473 -1.4034 -0.01
C 2.9683 -4.7850 -1.1313 -0.17
H 6.3418 -4.5978 -0.7755 0.09
H -0.5918 -3.3782 -1.1369 0.11
H -0.2376 -5.7687 -1.6171 0.11
H 2.0742 -6.6921 -1.6076 0.09
N -1.6883 -2.3362 0.7869 -0.06
C -2.6627 -3.1888 1.1541 -0.11
C -2.1654 -3.9406 2.1964 -0.08
C -0.8626 -3.4457 2.3934 -0.16
N -0.5897 -2.4774 1.5295 -0.02
H -1.6205 -1.5417 0.1246 0.08
H -3.6194 -3.1983 0.6592 0.11
H -2.6724 -4.7210 2.7364 0.09
H -0.1188 -3.7564 3.1096 0.10
C -4.0693 0.3885 -0.0586 -0.09
C -3.1033 1.1146 -1.0045 -0.59
C -3.1019 0.3832 -2.3522 -0.10
C -3.6409 2.5360 -1.2148 -0.09
Si -1.3383 1.1666 -0.2609 0.47
O -0.5480 -0.2107 -0.5364 -0.43
C -1.5782 1.6066 1.5617 -0.22
C -1.4662 0.6046 2.5289 -0.10
C -1.7451 0.8506 3.8669 -0.08
C -2.1435 2.1159 4.2730 -0.09
C -2.2760 3.1256 3.3299 -0.09
C -2.0053 2.8673 1.9922 -0.11
C -0.3887 2.5793 -1.1135 -0.21
C 0.0889 3.7197 -0.4632 -0.11
C 0.7847 4.7137 -1.1433 -0.10
C 1.0249 4.5888 -2.5043 -0.11
C 0.5795 3.4551 -3.1718 -0.10
C -0.1091 2.4678 -2.4809 -0.11
H -5.0765 0.3847 -0.4915 0.09
H -4.1271 0.8766 0.9159 0.08
H -3.7859 -0.6500 0.1138 0.06
H -4.1265 0.3059 -2.7341 0.08
H -2.6944 -0.6271 -2.2685 0.07
H -2.5173 0.9131 -3.1062 0.07
H -4.6200 2.4923 -1.7055 0.08
H -2.9810 3.1401 -1.8404 0.07
H -3.7792 3.0574 -0.2650 0.07
H -1.1532 -0.3890 2.2278 0.07
H -1.6539 0.0511 4.5929 0.10
H -2.3603 2.3127 5.3156 0.10
H -2.5993 4.1136 3.6344 0.10
H -2.1367 3.6701 1.2756 0.09
H -0.0731 3.8373 0.6018 0.09
H 1.1314 5.5917 -0.6102 0.10
H 1.5581 5.3645 -3.0395 0.10
H 0.7738 3.3380 -4.2309 0.11
H -0.4178 1.5784 -3.0181 0.10
C 2.7364 1.7234 -1.4121 0.01
C 2.4517 1.7442 0.0427 -0.37
N 1.8997 0.7765 0.7466 -0.03
C 1.8852 1.1614 2.0697 -0.09
C 2.4238 2.3999 2.1628 -0.06
N 2.7776 2.7498 0.8767 0.12
H 2.1269 0.9566 -1.8828 0.08
H 3.7860 1.4775 -1.5810 0.10
H 2.5033 2.6880 -1.8632 0.06
H 1.4854 0.5293 2.8398 0.11
H 2.5787 3.0490 3.0046 0.11
H 3.1802 3.6209 0.5796 0.16
```

Output
* HOMO: -7.7 eV
* multiplicity: 1
* energy above the lowest of the compared OMol25 structures with the same formula, charge and spin: 0.388 eV